1.
C7H6ClF3N2O | ωB97M-V with the def2-TZVPD basis set

**Structure (SMILES)**: C=CC[C@]1(Cl)C(=O)NN=C1C(F)(F)F
**Lowest unoccupied orbital energy**: -0.69 eV

```
! RIJCOSX wB97M-V def2-TZVPD def2/J DEFGRID3
* xyz 0 1
C -1.288 -0.728 0.068
C -0.202 -0.921 0.754
C 0.539 0.305 1.290
C 1.444 0.914 0.258
Cl 2.529 2.201 1.074
C 0.886 1.864 -0.823
O 0.070 2.775 -0.767
N 1.667 1.523 -1.902
N 2.541 0.515 -1.754
C 2.436 0.093 -0.534
C 3.329 -0.990 -0.138
F 3.114 -1.251 1.136
F 3.113 -2.237 -0.705
F 4.552 -0.691 -0.406
H -1.930 -1.512 -0.404
H -1.660 0.275 -0.393
H -0.041 -1.939 1.018
H -0.249 0.985 1.427
H 1.071 -0.053 2.278
H 1.603 1.977 -2.745
*
```

2.
C35H48MoO3P4 | ωB97M-V with the def2-TZVPD basis set

**<S²>**: 2.194
**Lowest unoccupied orbital energy (spin up / spin down)**: -12.63 / -14.16 eV

```
! RIJCOSX wB97M-V def2-TZVPD def2/J DEFGRID3
* xyz 4 3
P -0.929 1.969 -2.496
C 0.608 2.768 -1.932
H 0.820 3.657 -2.551
H 1.414 2.024 -2.010
H 0.529 3.046 -0.872
C -0.651 1.804 -4.298
H -1.574 1.497 -4.807
H 0.101 1.020 -4.464
H -0.293 2.767 -4.693
C -2.189 3.303 -2.435
H -1.896 4.100 -3.137
H -2.265 3.689 -1.406
H -3.168 2.886 -2.718
P -3.800 -0.466 1.373
C -3.106 0.164 2.942
H -3.838 0.023 3.757
H -2.861 1.232 2.832
H -2.175 -0.370 3.183
C -5.307 0.560 1.144
H -5.902 0.144 0.319
H -4.992 1.572 0.851
H -5.900 0.602 2.071
C -4.464 -2.111 1.846
H -5.307 -2.002 2.545
H -3.661 -2.713 2.298
H -4.796 -2.621 0.931
P 0.009 -2.775 -1.343
C 1.481 -2.972 -0.292
H 2.119 -3.788 -0.674
H 1.188 -3.175 0.748
H 2.043 -2.026 -0.301
C -0.754 -4.444 -1.399
H 0.036 -5.203 -1.518
H -1.481 -4.507 -2.223
H -1.300 -4.610 -0.458
C 0.742 -2.583 -3.009
H 1.280 -3.502 -3.292
H 1.433 -1.727 -3.001
H -0.046 -2.371 -3.745
Mo -2.712 -0.795 -1.481
C -1.879 1.016 -0.268
O -1.560 1.759 0.583
C -1.375 -1.574 0.402
O -0.983 -1.828 1.480
C -3.804 -2.503 -2.130
C -2.819 -2.212 -3.085
C -2.730 -0.921 -3.620
C -3.619 0.085 -3.216
C -4.615 -0.219 -2.285
C -4.707 -1.506 -1.733
H -3.778 -3.446 -1.612
H -2.074 -2.935 -3.366
H -1.945 -0.676 -4.320
H -3.519 1.085 -3.596
H -5.263 0.558 -1.923
H -5.399 -1.688 -0.923
O 1.134 0.609 0.208
P 2.348 0.619 1.103
C 2.772 2.258 1.753
C 1.846 3.305 1.742
C 2.207 4.542 2.293
C 3.458 4.712 2.891
C 4.371 3.649 2.926
C 4.035 2.425 2.346
C 1.965 -0.279 2.624
C 2.681 -1.382 3.103
C 2.359 -1.927 4.352
C 1.355 -1.354 5.139
C 0.629 -0.257 4.655
C 0.911 0.255 3.388
C 3.781 0.190 0.108
C 4.200 1.182 -0.797
C 5.320 0.972 -1.600
C 6.017 -0.239 -1.519
C 5.556 -1.253 -0.675
C 4.408 -1.065 0.095
H 0.854 3.150 1.311
H 1.490 5.364 2.248
H 3.723 5.672 3.335
H 5.345 3.771 3.402
H 4.757 1.605 2.351
H 3.492 -1.804 2.514
H 2.921 -2.792 4.711
H 1.138 -1.752 6.133
H -0.146 0.215 5.264
H 0.331 1.095 2.998
H 3.674 2.138 -0.837
H 5.660 1.770 -2.262
H 6.934 -0.380 -2.091
H 6.094 -2.197 -0.587
H 4.018 -1.878 0.704
*
```

3.
C7H12 | ωB97M-V with the def2-TZVPD basis set

**Energy above the lowest of the compared OMol25 structures with the same formula, charge and spin**: 1.416 eV
**<S²>**: 0.784
**Lowest unoccupied orbital energy (spin up / spin down)**: -4.82 / -7.47 eV

```
! RIJCOSX wB97M-V def2-TZVPD def2/J DEFGRID3
* xyz 1 2
C 0.963 -1.394 2.549
C 0.435 -0.019 2.653
C 0.428 0.652 1.400
C 0.128 0.045 0.158
C -0.297 0.663 -1.087
C -0.592 0.061 -2.318
C -0.989 0.749 -3.616
H 0.246 -2.070 2.980
H 1.867 -1.647 3.037
H 1.188 -1.780 1.567
H -0.581 0.206 3.108
H 1.326 0.528 3.174
H 0.447 1.737 1.331
H -0.064 -1.096 0.219
H -0.775 1.733 -0.995
H -0.286 -1.009 -2.394
H -1.783 0.151 -3.924
H -1.437 1.700 -3.417
H -0.223 0.790 -4.425
*
```

4.
C27H49F2NO2Si2V | ωB97M-V with the def2-TZVPD basis set

**<S²>**: 2.027
**Lowest unoccupied orbital energy (spin up / spin down)**: -2.92 / -2.77 eV

```
! RIJCOSX wB97M-V def2-TZVPD def2/J DEFGRID3
* xyz 1 3
O -1.633 -2.078 -1.623
O 1.638 1.388 -2.933
C -0.434 -2.816 -1.972
C -0.688 -4.288 -1.721
H 0.384 -2.446 -1.323
H -0.150 -2.643 -3.026
H -0.831 -4.480 -0.653
H 0.148 -4.906 -2.065
H -1.591 -4.621 -2.244
C -2.270 -1.225 -2.586
C -1.813 -1.330 -4.023
H -2.149 -0.186 -2.237
H -3.342 -1.450 -2.517
H -0.791 -0.943 -4.159
H -2.471 -0.723 -4.655
H -1.882 -2.355 -4.394
C 0.605 2.555 -3.178
C 2.542 0.708 -3.978
C -0.492 2.112 -4.101
H 1.230 3.372 -3.544
H 0.245 2.761 -2.168
H -0.131 1.939 -5.115
H -1.255 2.894 -4.179
H -0.994 1.207 -3.744
C 1.980 0.873 -5.357
H 2.570 -0.339 -3.660
H 3.525 1.176 -3.855
H 0.979 0.440 -5.447
H 2.607 0.334 -6.074
H 1.967 1.926 -5.660
H 1.969 1.368 -1.970
V -0.253 -0.372 1.298
C 1.043 0.393 -0.235
Si 2.828 0.608 0.358
H 0.881 -0.267 -1.096
H 0.550 1.356 -0.448
C 3.989 -0.527 -0.584
C 3.180 0.281 2.179
C 3.341 2.375 -0.041
C -1.913 -1.412 1.197
Si -3.255 -0.100 1.151
H -2.063 -2.061 2.087
H -1.956 -2.085 0.311
C -4.734 -0.732 0.186
C -2.738 1.455 0.231
C -3.737 0.260 2.927
H 2.919 2.763 -0.978
H 4.438 2.415 -0.124
H 3.049 3.059 0.771
H 3.749 -1.579 -0.378
H 5.022 -0.341 -0.246
H 3.946 -0.356 -1.667
H 3.029 -0.770 2.466
H 2.585 0.906 2.858
H 4.245 0.517 2.356
H -3.632 1.790 -0.325
H -1.936 1.326 -0.512
H -2.464 2.272 0.906
H -4.660 0.856 2.969
H -2.964 0.800 3.488
H -3.935 -0.683 3.457
H -5.661 -0.285 0.570
H -4.817 -1.822 0.268
H -4.644 -0.478 -0.879
F -0.840 4.710 3.119
C -0.519 3.397 3.395
C -0.410 2.521 2.318
C -0.231 1.178 2.592
C 0.022 0.738 3.915
C -0.054 1.701 4.946
F 0.189 1.332 6.253
C -0.342 3.036 4.722
C 0.442 -0.651 4.053
C 0.889 -1.302 5.194
C 1.336 -2.620 5.117
C 1.296 -3.285 3.888
C 0.842 -2.615 2.762
N 0.468 -1.301 2.837
H -0.491 2.895 1.300
H -0.404 3.765 5.529
H 0.879 -0.745 6.126
H 1.688 -3.133 6.007
H 1.604 -4.324 3.787
H 0.731 -3.082 1.780
*
```

5.
C6H14N4 | ωB97M-V with the def2-TZVPD basis set

**Energy above the lowest of the compared OMol25 structures with the same formula, charge and spin**: 3.149 eV
**Structure (SMILES)**: CC(=[NH2+])/C([NH3+])=C(C)\N=C\N
**Lowest unoccupied orbital energy (spin up / spin down)**: -7.32 / -7.32 eV

```
! RIJCOSX wB97M-V def2-TZVPD def2/J DEFGRID3
* xyz 2 1
C -2.881 1.168 0.256
C -1.367 0.985 -0.041
N -0.633 2.045 -0.266
C -0.824 -0.261 -0.123
N -1.630 -1.527 -0.011
C 0.937 -0.585 -0.100
C 1.250 -1.953 -0.255
N 1.767 0.286 0.230
C 2.992 0.574 0.654
N 3.947 1.117 0.004
H -3.373 1.027 -0.678
H -3.133 2.202 0.558
H -3.319 0.429 0.983
H -1.160 2.913 -0.198
H 0.305 1.925 0.100
H -1.910 -1.810 -0.934
H -2.503 -1.248 0.572
H -1.205 -2.248 0.569
H 2.384 -2.145 -0.134
H 0.989 -2.196 -1.385
H 0.766 -2.753 0.307
H 3.161 0.336 1.735
H 3.750 1.403 -0.931
H 4.773 1.068 0.605
*
```

6.
C23H23N3O4ReS3SeTe | ωB97M-V with the def2-TZVPD basis set

**<S²>**: 3.769
**Lowest unoccupied orbital energy (spin up / spin down)**: -6.91 / -6.90 eV

```
! RIJCOSX wB97M-V def2-TZVPD def2/J DEFGRID3
* xyz 2 4
Re 0.030 0.364 -0.312
O 3.742 -0.923 -0.742
S 2.436 -0.456 -0.503
O 1.897 -0.482 0.898
O 2.368 1.187 -0.716
O 1.340 -0.975 -1.394
S -0.762 2.270 0.987
C -1.270 3.518 -0.054
N -1.706 4.667 0.423
C -2.218 5.633 -0.556
C -1.499 5.291 -1.856
S -1.181 3.497 -1.773
H -1.887 4.768 1.413
H -1.999 6.646 -0.228
H -3.299 5.514 -0.647
H -0.543 5.804 -1.944
H -2.112 5.501 -2.728
C -4.229 -0.453 -3.760
N -2.996 -1.216 -3.610
C -2.103 -1.122 -2.622
Se -2.238 0.078 -1.166
N -1.128 -2.012 -2.842
C -1.376 -2.699 -4.030
C -0.676 -3.697 -4.693
C -1.230 -4.150 -5.874
C -2.433 -3.628 -6.376
C -3.130 -2.641 -5.707
C -2.571 -2.194 -4.517
H -4.471 0.033 -2.820
H -5.033 -1.137 -4.024
H -4.110 0.295 -4.543
H -0.305 -2.095 -2.265
H 0.250 -4.103 -4.309
H -0.728 -4.931 -6.427
H -2.821 -4.008 -7.310
H -4.056 -2.239 -6.095
Te 2.594 2.029 1.159
C 2.506 3.937 0.356
C 2.159 4.936 1.260
C 2.088 6.248 0.814
C 2.328 6.540 -0.522
C 2.645 5.527 -1.420
C 2.741 4.212 -0.987
C 4.611 1.680 1.212
C 5.064 0.953 2.312
C 6.416 0.654 2.400
C 7.277 1.067 1.395
C 6.810 1.785 0.296
C 5.470 2.101 0.197
H 1.956 4.718 2.304
H 1.847 7.041 1.511
H 2.278 7.565 -0.865
H 2.835 5.762 -2.459
H 3.000 3.427 -1.685
H 4.386 0.614 3.087
H 6.790 0.093 3.245
H 8.330 0.826 1.464
H 7.496 2.095 -0.480
H 5.105 2.662 -0.653
*
```